1.
Formula: C5H8N2O
Source: the Open Molecules 2025 dataset
Level of theory: ωB97M-V/def2-TZVPD

**Gap between HOMO and LUMO**: 9.68 eV
**Energy above the lowest of the compared OMol25 structures with the same formula, charge and spin**: 2.030 eV
**HOMO**: -8.82 eV
**Structure (SMILES)**: C=C1[C@H](C(N)=O)N1C

Atoms and positions in Å:
O (1.966, 0.119, 1.494)
N (2.720, -0.034, -0.620)
N (-0.728, 0.539, 0.592)
C (-1.706, 1.507, 0.187)
C (0.358, 0.092, -0.283)
C (-1.266, -1.959, 0.314)
C (1.734, 0.064, 0.311)
C (-0.708, -0.778, 0.231)
H (-2.189, -2.102, 0.849)
H (-0.806, -2.827, -0.125)
H (-1.302, 2.504, 0.365)
H (-2.599, 1.373, 0.797)
H (-1.985, 1.417, -0.873)
H (2.535, -0.156, -1.599)
H (3.670, -0.115, -0.299)
H (0.307, 0.355, -1.342)

Atomic partial charges in e from the Löwdin method, atoms 1 to 4:
1. O 0.08
2. N 0.16
3. N -0.04
4. C -0.06



2.
Formula: C5H8N2O
Source: the Open Molecules 2025 dataset
Level of theory: ωB97M-V/def2-TZVPD

**Gap between HOMO and LUMO (alpha / beta)**: 7.90 / 7.90 eV
**Energy above the lowest of the compared OMol25 structures with the same formula, charge and spin**: 6.233 eV
**HOMO (alpha / beta)**: -7.00 / -7.00 eV

Atoms and positions in Å:
O (-1.797, -1.254, -0.089)
N (2.363, 0.789, -0.567)
N (3.213, -0.031, -1.160)
C (1.315, 0.236, -0.098)
C (-0.766, -1.110, 0.549)
C (-0.486, 0.052, 1.301)
C (-2.789, -0.124, -0.176)
C (0.533, 0.807, 0.892)
H (-1.238, 0.244, 2.072)
H (2.932, -0.993, -1.344)
H (-2.393, 0.825, 0.205)
H (0.839, 1.763, 1.305)
H (1.143, -0.809, -0.385)
H (3.762, 0.517, -1.732)
H (-3.600, -0.607, 0.425)
H (-3.030, -0.303, -1.197)

Atomic partial charges in e from the Löwdin method, atoms 1 to 4:
1. O -0.07
2. N -0.04
3. N 0.00
4. C -0.24



3.
Formula: C5H8N2O
Source: the Open Molecules 2025 dataset
Level of theory: ωB97M-V/def2-TZVPD

**Gap between HOMO and LUMO**: 8.71 eV
**Energy above the lowest of the compared OMol25 structures with the same formula, charge and spin**: 5.604 eV
**HOMO**: -9.00 eV
**Structure (SMILES)**: CC1=NN=C(C)C1O

Atoms and positions in Å:
O (0.162, 1.772, -0.633)
N (0.674, -1.441, -0.531)
N (-0.630, -1.349, -0.571)
C (0.069, 0.584, 0.140)
C (1.224, -0.363, -0.292)
C (-1.196, -0.288, -0.060)
C (2.585, -0.108, 0.205)
C (-2.715, -0.075, 0.096)
H (-3.027, 0.345, 1.040)
H (2.886, -0.476, 1.337)
H (-3.364, -1.093, 0.211)
H (2.977, 0.830, -0.177)
H (0.682, 1.422, -1.458)
H (0.192, 0.950, 1.264)
H (-3.429, 0.563, -0.564)
H (2.913, -1.273, -0.008)

Atomic partial charges in e from the Löwdin method, atoms 1 to 4:
1. O -0.06
2. N 0.05
3. N 0.03
4. C -0.29



4.
Formula: C5H8N2O
Source: the Open Molecules 2025 dataset
Level of theory: ωB97M-V/def2-TZVPD

**Gap between HOMO and LUMO**: 9.81 eV
**Energy above the lowest of the compared OMol25 structures with the same formula, charge and spin**: 4.196 eV
**HOMO**: -9.17 eV
**Structure (SMILES)**: C=C(C)OCNC#N

Atoms and positions in Å:
O (-1.521, -0.298, -0.440)
N (1.398, 0.255, 2.873)
N (0.032, -0.826, 1.097)
C (-1.461, -0.496, 0.883)
C (0.606, -0.351, -1.903)
C (0.776, -0.295, 2.075)
C (0.085, 0.383, -0.721)
C (0.341, 1.614, -0.327)
H (1.057, 0.363, -2.592)
H (0.309, -1.749, 0.776)
H (0.908, 2.262, -0.978)
H (-2.053, -1.359, 1.220)
H (-0.201, -0.855, -2.433)
H (-1.622, 0.414, 1.485)
H (1.362, -1.087, -1.616)
H (-0.016, 2.025, 0.604)

Atomic partial charges in e from the Löwdin method, atoms 1 to 4:
1. O -0.11
2. N 0.15
3. N 0.01
4. C -0.27



5.
Formula: C5H8N2O2
Source: the Open Molecules 2025 dataset
Level of theory: ωB97M-V/def2-TZVPD

**Gap between HOMO and LUMO**: 9.71 eV
**Energy above the lowest of the compared OMol25 structures with the same formula, charge and spin**: 4.160 eV
**HOMO**: -8.99 eV
**Structure (SMILES)**: COCN=C=O.C=C=N

Atoms and positions in Å:
O (0.372, 0.071, 1.151)
O (-1.791, -1.001, -2.147)
N (-1.411, -1.161, 0.123)
N (1.645, 0.916, -1.299)
C (-0.813, 1.390, -1.128)
C (0.515, 1.229, -1.023)
C (-1.548, -0.725, -1.028)
C (-0.925, -0.540, 1.296)
C (1.441, -0.867, 1.130)
H (-1.574, 0.281, 1.629)
H (-1.315, 1.850, -0.286)
H (2.328, 1.506, -1.746)
H (1.371, -1.498, 0.238)
H (2.359, -0.284, 1.078)
H (1.435, -1.477, 2.040)
H (-0.883, -1.304, 2.084)
H (-1.206, 1.614, -2.111)

Atomic partial charges in e from the Löwdin method, atoms 1 to 4:
1. O -0.23
2. O 0.12
3. N 0.12
4. N 0.20



6.
Formula: C5H8N2O2
Source: the Open Molecules 2025 dataset
Level of theory: ωB97M-V/def2-TZVPD

**Gap between HOMO and LUMO**: 9.70 eV
**Energy above the lowest of the compared OMol25 structures with the same formula, charge and spin**: 4.392 eV
**HOMO**: -9.05 eV
**Structure (SMILES)**: C[C@H]1N(N=C=O)[C@]1(C)O

Atoms and positions in Å:
O (-4.300, -0.398, 0.285)
O (-0.026, 1.843, -1.016)
N (-0.765, -0.027, 0.367)
N (-2.060, 0.250, -0.017)
C (0.320, 0.826, -0.059)
C (0.102, -0.485, -0.644)
C (1.050, -1.745, -0.525)
C (1.330, 1.020, 1.115)
C (-3.178, -0.175, 0.152)
H (-0.524, 2.553, -0.482)
H (2.292, 0.555, 0.818)
H (-0.405, -0.518, -1.665)
H (1.633, 2.051, 1.367)
H (0.404, -2.594, -0.627)
H (0.812, 0.449, 2.051)
H (1.615, -1.848, -1.392)
H (1.700, -1.756, 0.272)

Atomic partial charges in e from the Löwdin method, atoms 1 to 4:
1. O 0.17
2. O 0.00
3. N -0.03
4. N 0.13



7.
Formula: C5H8N2O2
Source: the Open Molecules 2025 dataset
Level of theory: ωB97M-V/def2-TZVPD

**Gap between HOMO and LUMO (alpha / beta)**: 8.79 / 6.97 eV
**Energy above the lowest of the compared OMol25 structures with the same formula, charge and spin**: 6.870 eV
**HOMO (alpha / beta)**: -8.36 / -7.39 eV

Atoms and positions in Å:
O (2.856, -2.737, 0.621)
O (3.732, -0.928, -0.395)
N (0.370, -0.711, 0.618)
N (1.414, 0.718, -1.063)
C (2.732, -1.658, 0.136)
C (-1.531, 0.351, 0.141)
C (-2.330, -0.222, -0.730)
C (0.892, -0.132, -0.350)
C (-1.714, 1.462, 1.093)
H (-1.513, 1.130, 2.115)
H (-2.012, -1.013, -1.403)
H (3.334, -0.129, -0.788)
H (-3.371, 0.100, -0.842)
H (-1.038, 2.294, 0.878)
H (-2.745, 1.845, 1.061)
H (0.823, 1.315, -1.632)
H (0.100, -1.683, 0.538)

Atomic partial charges in e from the Löwdin method, atoms 1 to 4:
1. O 0.10
2. O 0.07
3. N 0.18
4. N 0.17



8.
Formula: C5H8N2O2
Source: the Open Molecules 2025 dataset
Level of theory: ωB97M-V/def2-TZVPD

**Gap between HOMO and LUMO (alpha / beta)**: 8.56 / 8.56 eV
**Energy above the lowest of the compared OMol25 structures with the same formula, charge and spin**: 2.207 eV
**HOMO (alpha / beta)**: -8.26 / -8.26 eV
**Structure (SMILES)**: N#CC(=O)O.C/C=C/N

Atoms and positions in Å:
O (0.502, -1.733, 1.297)
O (0.011, -2.105, -0.874)
N (2.900, -0.330, -0.553)
N (-1.808, -0.225, -1.334)
C (-0.068, 1.023, -0.245)
C (0.472, 1.765, 0.933)
C (-1.231, 0.357, -0.236)
C (1.903, -0.835, -0.302)
C (0.692, -1.580, -0.022)
H (1.535, 1.566, 1.056)
H (-1.207, -0.321, -2.139)
H (-0.049, 1.482, 1.845)
H (0.462, 1.151, -1.179)
H (-2.388, -1.033, -1.173)
H (-1.804, 0.266, 0.679)
H (-0.275, -2.287, 1.463)
H (0.354, 2.839, 0.786)

Atomic partial charges in e from the Löwdin method, atoms 1 to 4:
1. O 0.12
2. O 0.09
3. N 0.21
4. N 0.06



9.
Formula: C5H8N2O2S
Source: the Open Molecules 2025 dataset
Level of theory: ωB97M-V/def2-TZVPD

**Gap between HOMO and LUMO (alpha / beta)**: 7.27 / 7.33 eV
**Energy above the lowest of the compared OMol25 structures with the same formula, charge and spin**: 6.358 eV
**HOMO (alpha / beta)**: -7.29 / -7.35 eV

Atoms and positions in Å:
S (-1.626, -0.700, 1.279)
O (-4.632, 1.220, 0.083)
O (-1.060, -1.270, -0.496)
N (1.827, 0.274, -0.778)
N (-2.459, 0.604, 0.749)
C (-0.121, -1.999, -0.732)
C (-3.644, 0.785, 0.473)
C (0.953, -2.674, -0.011)
C (0.750, 2.055, 0.461)
C (1.358, 1.421, -0.735)
H (1.213, 2.941, 0.695)
H (0.821, 1.481, 1.296)
H (0.629, -2.880, 1.005)
H (1.927, -0.123, -1.655)
H (-0.349, 2.239, 0.183)
H (1.391, 2.276, -1.458)
H (1.812, -1.962, 0.036)
H (1.211, -3.688, -0.395)

Atomic partial charges in e from the Löwdin method, atoms 1 to 4:
1. S 0.80
2. O 0.19
3. O -0.25
4. N 0.11



10.
Formula: C5H8N2O2S
Source: the Open Molecules 2025 dataset
Level of theory: ωB97M-V/def2-TZVPD

**Gap between HOMO and LUMO (alpha / beta)**: 7.45 / 7.44 eV
**Energy above the lowest of the compared OMol25 structures with the same formula, charge and spin**: 5.943 eV
**HOMO (alpha / beta)**: -7.43 / -7.43 eV

Atoms and positions in Å:
S (-1.269, 0.861, -1.742)
O (-2.640, 1.152, -5.200)
O (-4.048, 1.778, -3.510)
N (-2.054, -4.263, -0.709)
N (-0.674, 3.211, -0.657)
C (-1.506, 2.667, -1.468)
C (-3.338, 1.459, -4.348)
C (1.457, 3.399, 0.704)
C (-0.026, 0.581, -0.784)
C (0.208, 2.969, 0.122)
H (2.239, 2.992, -0.017)
H (-1.791, -4.356, 0.246)
H (1.338, 4.441, 0.943)
H (1.698, 3.037, 1.620)
H (-2.619, -3.419, -0.843)
H (-2.429, 3.086, -1.429)
H (0.601, -0.364, -0.967)
H (-1.157, -4.113, -1.174)

Atomic partial charges in e from the Löwdin method, atoms 1 to 4:
1. S 0.87
2. O 0.21
3. O 0.20
4. N 0.00



11.
Formula: C5H8N2O2S
Source: the Open Molecules 2025 dataset
Level of theory: ωB97M-V/def2-TZVPD

**Gap between HOMO and LUMO (alpha / beta)**: 7.17 / 7.08 eV
**Expectation value of S²**: 2.01
**Spin multiplicity**: 3
**Energy above the lowest of the compared OMol25 structures with the same formula, charge and spin**: 2.621 eV
**HOMO (alpha / beta)**: -6.60 / -9.16 eV

Atoms and positions in Å:
S (-0.742, 0.135, -1.861)
O (1.623, -0.210, -0.107)
O (1.772, 1.998, -0.506)
N (-0.545, -0.217, 0.757)
N (0.748, -2.285, 0.931)
C (1.148, 0.976, -0.278)
C (-0.003, -1.482, -1.370)
C (-0.414, 0.793, -0.191)
C (-1.224, 2.734, 0.667)
C (0.484, -1.111, 0.136)
H (-2.187, 2.452, 1.214)
H (-0.267, 2.576, 1.125)
H (0.788, -1.687, -2.111)
H (-1.215, 3.464, -0.090)
H (1.108, -2.341, 1.807)
H (-0.771, -2.259, -1.415)
H (1.196, -2.960, 0.286)
H (-1.499, -0.575, 1.005)

Atomic partial charges in e from the Löwdin method, atoms 1 to 4:
1. S 0.93
2. O 0.10
3. O 0.10
4. N 0.06



12.
Formula: C5H8N2O2S2
Source: the Open Molecules 2025 dataset
Level of theory: ωB97M-V/def2-TZVPD

**Gap between HOMO and LUMO (alpha / beta)**: 7.80 / 7.80 eV
**Energy above the lowest of the compared OMol25 structures with the same formula, charge and spin**: 5.331 eV
**HOMO (alpha / beta)**: -8.42 / -8.42 eV

Atoms and positions in Å:
S (-0.908, 1.935, 0.781)
S (-0.199, -0.937, 1.992)
O (-0.037, 2.630, 1.765)
O (0.588, -0.548, 3.105)
N (0.761, -1.540, -0.562)
N (-0.204, -0.332, -2.250)
C (0.831, -0.782, 0.550)
C (-1.439, 0.251, 1.502)
C (0.038, 1.318, -0.481)
C (1.123, -0.868, -1.749)
C (-0.684, 0.584, -1.444)
H (1.842, -0.310, 0.568)
H (1.116, 1.752, -0.397)
H (-2.273, 0.117, 2.170)
H (1.748, -0.030, -1.514)
H (-1.812, -0.103, 0.544)
H (-1.756, 0.644, -1.363)
H (-0.089, -2.173, -0.623)
H (1.354, -1.607, -2.595)

Atomic partial charges in e from the Löwdin method, atoms 1 to 4:
1. S 0.88
2. S 0.88
3. O -0.52
4. O -0.46